No. 1
Entry from the Open Molecules 2025 dataset: 5 unconnected molecules or ions with the total composition C25H48I2O17S in a non-equilibrium geometry (ωB97M-V with the def2-TZVPD basis set).

```
! RIJCOSX wB97M-V def2-TZVPD def2/J DEFGRID3
* xyz 0 1
C 5.263 -0.687 -1.735
C 4.349 -0.224 -2.835
O 4.651 -0.307 -3.987
O 3.122 0.182 -2.424
C 2.602 1.502 -2.743
C 1.300 1.244 -3.556
C 0.303 0.250 -2.965
C -0.942 0.842 -2.272
C -1.664 1.957 -3.049
S -1.620 3.545 -2.257
O -1.645 3.353 -0.829
O -2.697 4.338 -2.764
O -0.233 4.200 -2.656
C 2.200 2.217 -1.420
C 2.543 1.504 -0.108
C 1.504 0.521 0.404
I 2.689 3.074 1.403
C 3.448 2.383 -3.669
C 4.603 3.252 -3.122
C 5.364 2.758 -1.900
I 3.965 5.314 -2.880
H 5.134 -1.757 -1.571
H 6.283 -0.535 -2.088
H 5.140 -0.123 -0.815
H 0.859 2.213 -3.787
H 1.654 0.835 -4.509
H 0.766 -0.457 -2.279
H -0.087 -0.355 -3.789
H -0.730 1.184 -1.262
H -1.664 0.029 -2.165
H -2.735 1.770 -3.100
H -1.280 2.115 -4.058
H 0.181 4.579 -1.863
H 2.670 3.198 -1.383
H 1.130 2.414 -1.407
H 3.526 1.050 -0.092
H 1.424 -0.386 -0.196
H 1.823 0.197 1.398
H 0.547 1.020 0.559
H 2.730 3.070 -4.116
H 3.830 1.810 -4.515
H 5.330 3.339 -3.926
H 5.941 3.578 -1.473
H 6.097 2.011 -2.215
H 4.739 2.370 -1.102
C -1.892 -2.686 2.723
O -1.079 -3.750 2.220
C -0.961 -3.781 0.897
O -1.472 -3.019 0.119
O -0.174 -4.813 0.573
C 0.036 -4.964 -0.836
H -1.901 -2.787 3.804
H -1.479 -1.715 2.460
H -2.909 -2.770 2.347
H 0.524 -4.083 -1.247
H -0.907 -5.143 -1.347
H 0.684 -5.828 -0.951
C -4.222 -5.403 2.535
O -5.594 -5.106 2.797
C -6.061 -5.642 3.926
O -5.433 -6.321 4.694
O -7.340 -5.293 4.054
C -7.973 -5.802 5.231
H -3.971 -4.913 1.597
H -3.588 -5.016 3.329
H -4.072 -6.476 2.426
H -7.478 -5.428 6.125
H -7.966 -6.890 5.230
H -8.997 -5.442 5.201
C 4.286 -5.449 6.011
O 3.663 -6.293 5.041
C 2.570 -5.770 4.482
O 2.105 -4.687 4.732
O 2.089 -6.645 3.606
C 0.902 -6.204 2.926
H 5.150 -5.996 6.376
H 4.609 -4.514 5.557
H 3.606 -5.244 6.836
H 1.104 -5.300 2.372
H 0.101 -6.036 3.644
H 0.619 -7.003 2.247
C -2.485 6.795 -1.243
O -3.562 7.727 -1.080
C -3.254 8.982 -1.383
O -2.183 9.380 -1.765
O -4.337 9.739 -1.191
C -4.143 11.124 -1.482
H -2.872 5.827 -0.960
H -2.157 6.767 -2.278
H -1.659 7.064 -0.584
H -3.872 11.263 -2.527
H -3.373 11.548 -0.840
H -5.094 11.609 -1.283
*
```

Properties
structure (SMILES) = CC(=O)OC(CCCCS(=O)(=O)O)(C[C@H](C)I)C[C@H](C)I.COC(=O)OC.COC(=O)OC.COC(=O)OC.COC(=O)OC
electronic energy = -88547.346 eV
molecular weight = 906.5 g mol⁻¹

Listed below, in e, are the Löwdin charges computed for each atom:
1 C 0.024
2 C -0.523
3 O 0.134
4 O 0.014
5 C -0.378
6 C -0.118
7 C -0.158
8 C -0.194
9 C -0.208
10 S 0.579
11 O -0.285
12 O -0.280
13 O -0.158
14 C -0.207
15 C -0.716
16 C -0.172
17 I 0.841
18 C -0.190
19 C -0.706
20 C -0.138
21 I 0.836
22 H 0.097
23 H 0.092
24 H 0.070
25 H 0.098
26 H 0.132
27 H 0.099
28 H 0.117
29 H 0.076
30 H 0.118
31 H 0.111
32 H 0.111
33 H 0.103
34 H 0.007
35 H 0.090
36 H 0.040
37 H 0.074
38 H 0.062
39 H 0.068
40 H 0.084
41 H 0.119
42 H 0.068
43 H 0.065
44 H 0.084
45 H 0.042
46 C -0.031
47 O -0.006
48 C -0.621
49 O 0.126
50 O -0.033
51 C -0.023
52 H 0.101
53 H 0.098
54 H 0.088
55 H 0.095
56 H 0.099
57 H 0.096
58 C -0.040
59 O 0.011
60 C -0.624
61 O 0.126
62 O 0.006
63 C -0.037
64 H 0.093
65 H 0.091
66 H 0.103
67 H 0.097
68 H 0.097
69 H 0.093
70 C -0.042
71 O 0.002
72 C -0.626
73 O 0.122
74 O 0.011
75 C -0.032
76 H 0.092
77 H 0.096
78 H 0.097
79 H 0.075
80 H 0.101
81 H 0.097
82 C -0.044
83 O 0.019
84 C -0.625
85 O 0.120
86 O 0.002
87 C -0.045
88 H 0.071
89 H 0.091
90 H 0.104
91 H 0.096
92 H 0.096
93 H 0.092



No. 2
Entry from the Open Molecules 2025 dataset: 2 unconnected molecules or ions with the total composition C4H11NO2 in a non-equilibrium geometry (ωB97M-V with the def2-TZVPD basis set).

```
! RIJCOSX wB97M-V def2-TZVPD def2/J DEFGRID3
* xyz 0 1
C -2.341 0.681 1.125
C -1.753 -0.309 0.159
N -0.361 -0.128 -0.225
C -0.146 -0.016 -1.689
C 1.138 0.953 -2.122
O 1.285 1.283 -3.232
H -2.625 1.688 0.733
H -1.797 0.788 2.085
H -3.156 0.112 1.464
H -2.406 -0.297 -0.621
H -1.831 -1.468 0.330
H -0.159 0.995 0.163
H 0.195 -1.097 -2.150
H -0.852 0.348 -2.362
H 1.834 1.462 -1.375
O 4.589 -1.916 2.741
H 4.435 -1.611 1.744
H 3.952 -1.468 3.230
*
```

Properties
structure (SMILES) = CCNCC=O.O
electronic energy = -9908.240 eV
molecular weight = 105.1 g mol⁻¹

Listed below, in e, are the Löwdin charges computed for each atom:
1 C -0.108
2 C -0.358
3 N -0.105
4 C -0.184
5 C -0.259
6 O 0.052
7 H 0.097
8 H 0.082
9 H 0.048
10 H 0.058
11 H 0.149
12 H 0.181
13 H 0.158
14 H 0.069
15 H 0.122
16 O -0.086
17 H 0.111
18 H -0.025



No. 3
Entry from the Open Molecules 2025 dataset: a gas-phase ion, C4H11N2 (charge +1) in a non-equilibrium geometry (ωB97M-V with the def2-TZVPD basis set).

```
! RIJCOSX wB97M-V def2-TZVPD def2/J DEFGRID3
* xyz 1 1
C 0.877 -0.724 1.323
N 0.073 0.069 0.401
C 0.711 1.011 -0.578
N 0.371 0.591 -1.917
C -1.408 -0.051 0.808
C -1.161 -0.827 -0.342
H 0.997 -0.136 2.257
H 0.484 -1.637 1.410
H 1.881 -0.660 0.909
H 0.372 2.050 -0.300
H 1.788 0.891 -0.408
H 1.247 0.284 -2.340
H -0.229 1.289 -2.384
H -1.962 0.872 0.869
H -1.516 -0.617 1.677
H -1.249 -1.857 -0.085
H -1.277 -0.547 -1.301
*
```

Properties
structure (SMILES) = C[N+]1(CN)CC1
electronic energy = -7297.369 eV
molecular weight = 87.1 g mol⁻¹

Listed below, in e, are the Löwdin charges computed for each atom:
1 C 0.007
2 N -0.141
3 C -0.174
4 N 0.024
5 C -0.048
6 C 0.077
7 H 0.133
8 H 0.061
9 H 0.103
10 H 0.157
11 H 0.132
12 H 0.108
13 H 0.119
14 H 0.139
15 H 0.112
16 H 0.131
17 H 0.062



Question: What is the molecular weight in the first record?
Answer: 906.5 g mol⁻¹



Question: What is the formula in the third record?
Answer: C4H11N2



Question: Which formula does entry 1 have?
Answer: C25H48I2O17S



Question: Among the records above, which one has the lowest molecular weight?
Answer: C4H11N2